[1]
This record from the OMol25 dataset describes 2 unconnected molecules or ions with the total composition C5H11O2. The level of theory is ωB97M-V/def2-TZVPD.

For the HOMO-LUMO gap, the calculation gives 6.80 eV. The calculation puts the LUMO energy at 3.513 eV. The maximum force is 5.029 eV/A. The value obtained for the energy above the lowest of the compared OMol25 structures with the same formula, charge and spin is 126.8 kJ/mol. Its total charge is -1. The value obtained for the energy is -9458.715 eV. The highest occupied orbital energy comes out at -3.29 eV.

Each line ends with the natural charge from an NBO analysis.
Atoms and positions in Å:
O -1.00 0.93 2.26  -0.77
O 0.50 2.56 1.51  -0.81
C -0.40 -2.36 -2.02  -0.63
C 0.22 0.59 0.28  -0.54
C 1.15 -0.53 0.80  -0.58
C -0.15 1.48 1.58  0.80
C -0.51 -1.63 -3.35  -0.62
H -1.49 -1.23 -3.61  0.21
H 1.31 -1.29 -0.08  0.15
H 0.08 -3.37 -2.14  0.19
H -0.68 0.22 -0.11  0.18
H 0.79 1.14 -0.38  0.18
H 0.41 -1.85 -1.32  0.23
H -1.31 -2.50 -1.45  0.21
H 2.15 -0.18 1.13  0.19
H 0.75 -1.06 1.62  0.20
H -0.24 -2.32 -4.21  0.19
H 0.28 -0.77 -3.33  0.21



[2]
This record from the OMol25 dataset describes 2 unconnected molecules or ions with the total composition C5H11O2. The level of theory is ωB97M-V/def2-TZVPD.

For the HOMO-LUMO gap, the calculation gives 7.73 eV. The calculation puts the LUMO energy at 3.904 eV. The maximum force is 3.296 eV/A. The value obtained for the energy above the lowest of the compared OMol25 structures with the same formula, charge and spin is 116.6 kJ/mol. Its total charge is -1. The value obtained for the energy is -9458.821 eV. The highest occupied orbital energy comes out at -3.83 eV.

Each line ends with the natural charge from an NBO analysis.
Atoms and positions in Å:
O -0.84 1.45 -0.78  -0.79
O -2.95 1.12 -0.14  -0.77
C 1.89 0.92 -0.67  -0.61
C -1.80 0.75 -0.36  0.73
C -1.81 -1.45 0.80  -0.61
C -1.65 -0.73 -0.57  -0.50
C 2.50 0.62 0.69  -0.62
H 1.92 2.00 -1.07  0.20
H 0.88 0.56 -0.57  0.27
H -1.66 -2.53 0.78  0.17
H 3.56 0.62 0.72  0.18
H 1.96 1.19 1.41  0.21
H 2.54 0.36 -1.47  0.15
H -0.72 -0.99 -1.14  0.19
H 2.44 -0.43 0.92  0.19
H -2.80 -1.31 1.28  0.21
H -2.47 -1.04 -1.30  0.20
H -0.98 -1.11 1.47  0.19



[3]
This record from the OMol25 dataset describes 2 unconnected molecules or ions with the total composition C5H11O2. The level of theory is ωB97M-V/def2-TZVPD.

For the HOMO-LUMO gap, the calculation gives 7.24 eV. The calculation puts the LUMO energy at 3.861 eV. The maximum force is 0.801 eV/A. The value obtained for the energy above the lowest of the compared OMol25 structures with the same formula, charge and spin is 202.8 kJ/mol. Its total charge is -1. The value obtained for the energy is -9457.927 eV. The highest occupied orbital energy comes out at -3.38 eV.

Each line ends with the natural charge from an NBO analysis.
Atoms and positions in Å:
O 0.23 -2.40 2.99  -1.08
O 0.60 0.00 2.34  -0.91
C -0.19 1.08 0.32  -0.42
C -1.07 -0.63 -2.11  -0.43
C 0.14 1.35 -1.14  -0.45
C 0.82 0.13 1.00  -0.02
C 0.02 0.12 -2.04  -0.14
H 0.77 -0.85 0.47  0.12
H 1.84 0.52 0.75  0.08
H -1.94 -0.38 -1.52  0.19
H 0.41 -1.34 2.69  0.50
H -0.73 -2.44 2.99  0.43
H -1.12 -1.52 -2.72  0.19
H 0.89 -0.09 -2.63  0.18
H -0.14 2.00 0.91  0.19
H 1.16 1.74 -1.18  0.20
H -0.52 2.09 -1.58  0.20
H -1.17 0.63 0.47  0.19



[4]
This record from the OMol25 dataset describes a gas-phase ion, C5H11O2 (charge -1). The level of theory is ωB97M-V/def2-TZVPD.

For the HOMO-LUMO gap, the calculation gives 5.44 eV. The calculation puts the LUMO energy at 3.216 eV. The maximum force is 4.107 eV/A. The value obtained for the energy above the lowest of the compared OMol25 structures with the same formula, charge and spin is 386.7 kJ/mol. Its SMILES is [O-]CCCCCO. Its total charge is -1. The value obtained for the energy is -9456.022 eV. The highest occupied orbital energy comes out at -2.22 eV.

Each line ends with the natural charge from an NBO analysis.
Atoms and positions in Å:
O -1.90 2.50 -2.10  -0.94
O 2.39 -2.15 0.85  -0.75
C -0.83 1.97 -1.49  0.03
C -1.00 0.49 -0.84  -0.46
C -0.84 0.43 0.74  -0.38
C 1.44 -1.13 0.36  -0.05
C 0.09 -0.89 1.16  -0.42
H 2.04 -0.31 0.29  0.17
H -0.20 1.20 1.13  0.18
H -0.22 -0.19 -1.44  0.17
H 1.90 -2.89 1.28  0.45
H 0.43 -0.74 2.13  0.18
H 0.17 1.82 -2.20  0.01
H -0.45 -1.81 1.02  0.18
H -0.52 2.66 -0.68  0.07
H -1.67 0.43 1.44  0.20
H 1.14 -1.53 -0.59  0.16
H -1.97 0.14 -1.06  0.20



[5]
This record from the OMol25 dataset describes 2 unconnected molecules or ions with the total composition C5H11O2. The level of theory is ωB97M-V/def2-TZVPD.

For the HOMO-LUMO gap, the calculation gives 6.91 eV. The calculation puts the LUMO energy at 3.325 eV. The maximum force is 3.854 eV/A. The value obtained for the energy above the lowest of the compared OMol25 structures with the same formula, charge and spin is 97.6 kJ/mol. Its total charge is -1. The value obtained for the energy is -9459.017 eV. The highest occupied orbital energy comes out at -3.59 eV.

Each line ends with the natural charge from an NBO analysis.
Atoms and positions in Å:
O 0.60 2.82 3.48  -0.79
O -1.50 1.85 3.38  -0.77
C -0.28 1.98 3.21  0.79
C -0.37 0.49 -1.60  -0.61
C 0.39 0.70 2.48  -0.77
C -0.64 -1.01 -1.81  -0.41
C 0.61 -1.84 -1.81  -0.62
H 1.02 -1.73 -2.82  0.19
H 1.02 0.10 3.15  0.19
H -0.33 -0.01 2.09  0.18
H 0.54 -2.94 -1.82  0.20
H -1.35 -1.08 -2.64  0.20
H -1.21 1.17 -1.74  0.21
H -1.26 -1.40 -0.98  0.19
H 0.23 0.67 -2.51  0.18
H 1.42 -1.67 -1.10  0.22
H 0.04 0.86 -0.65  0.24
H 1.07 1.02 1.68  0.18



[6]
This record from the OMol25 dataset describes 2 unconnected molecules or ions with the total composition C5H11O2. The level of theory is ωB97M-V/def2-TZVPD.

For the HOMO-LUMO gap, the calculation gives 7.39 eV. The calculation puts the LUMO energy at 3.834 eV. The maximum force is 3.557 eV/A. The value obtained for the energy above the lowest of the compared OMol25 structures with the same formula, charge and spin is 67.5 kJ/mol. Its total charge is -1. The value obtained for the energy is -9459.330 eV. The highest occupied orbital energy comes out at -3.55 eV.

Each line ends with the natural charge from an NBO analysis.
Atoms and positions in Å:
O 2.34 1.53 2.04  -0.78
O 2.06 0.44 0.02  -0.79
C 1.77 1.16 0.99  0.80
C -0.36 2.08 -0.16  -0.62
C -1.01 -1.80 -1.25  -0.60
C 0.16 1.49 1.15  -0.55
C -0.04 -2.16 -0.13  -0.63
H 0.13 2.30 1.86  0.19
H 0.57 -3.04 -0.38  0.18
H -1.45 2.16 -0.22  0.16
H 0.74 -1.41 -0.07  0.27
H -0.48 -2.37 0.82  0.19
H -0.53 -1.47 -2.17  0.21
H -1.57 -2.69 -1.57  0.17
H 0.00 3.05 -0.53  0.19
H -1.82 -1.18 -0.86  0.20
H -0.35 0.57 1.43  0.19
H -0.14 1.34 -0.97  0.21



[7]
This record from the OMol25 dataset describes 2 unconnected molecules or ions with the total composition C5H11O2. The level of theory is ωB97M-V/def2-TZVPD.

For the HOMO-LUMO gap, the calculation gives 6.92 eV. The calculation puts the LUMO energy at 3.481 eV. The maximum force is 3.614 eV/A. The value obtained for the energy above the lowest of the compared OMol25 structures with the same formula, charge and spin is 132.3 kJ/mol. Its total charge is -1. The value obtained for the energy is -9458.658 eV. The highest occupied orbital energy comes out at -3.44 eV.

Each line ends with the natural charge from an NBO analysis.
Atoms and positions in Å:
O 2.38 -1.64 1.15  -0.81
O 2.79 -0.05 -0.27  -0.78
C 1.02 0.32 1.35  -0.73
C -2.34 1.78 -0.79  -0.63
C 2.17 -0.49 0.68  0.75
C -2.99 0.32 -0.60  -0.40
C -2.04 -0.61 -1.34  -0.64
H -3.03 0.23 0.61  0.20
H -2.11 2.12 -1.80  0.20
H 0.45 1.03 0.74  0.18
H -1.67 -0.18 -2.29  0.20
H -1.09 -0.94 -0.72  0.24
H 0.29 -0.38 1.74  0.20
H -2.91 2.37 -0.14  0.20
H 1.40 0.92 2.19  0.20
H -3.96 0.19 -1.07  0.19
H -2.44 -1.62 -1.62  0.20
H -1.25 1.82 -0.46  0.22



[8]
This record from the OMol25 dataset describes 2 unconnected molecules or ions with the total composition C5H11O2. The level of theory is ωB97M-V/def2-TZVPD.

For the HOMO-LUMO gap, the calculation gives 7.67 eV. The calculation puts the LUMO energy at 3.826 eV. The maximum force is 1.440 eV/A. The value obtained for the energy above the lowest of the compared OMol25 structures with the same formula, charge and spin is 58.7 kJ/mol. Its total charge is -1. The value obtained for the energy is -9459.421 eV. The highest occupied orbital energy comes out at -3.85 eV.

Each line ends with the natural charge from an NBO analysis.
Atoms and positions in Å:
O 0.37 -2.97 1.01  -0.79
O 2.01 -1.45 0.84  -0.80
C 1.07 -0.39 -1.57  -0.64
C 0.52 -1.71 -1.03  -0.54
C -0.42 1.59 1.14  -0.63
C 1.02 -2.09 0.41  0.76
C -1.93 1.70 0.85  -0.62
H -2.25 2.75 0.83  0.19
H -0.19 0.79 1.83  0.23
H 0.06 1.29 0.22  0.22
H 1.82 0.00 -0.88  0.24
H -2.17 1.10 -0.02  0.21
H 0.15 2.47 1.42  0.19
H -0.57 -1.76 -1.04  0.20
H 1.01 -2.50 -1.60  0.20
H -2.49 1.23 1.66  0.20
H 0.36 0.43 -1.57  0.18
H 1.64 -0.49 -2.50  0.18



[9]
This record from the OMol25 dataset describes 2 unconnected molecules or ions with the total composition C5H11O2. The level of theory is ωB97M-V/def2-TZVPD.

For the HOMO-LUMO gap (spin up / spin down), the calculation gives 11.72 / 7.41 eV. Its spin multiplicity is 2. The calculation puts the LUMO energy (spin up / spin down) at 0.825 / -3.288 eV. The maximum force is 4.786 eV/A. The value obtained for the energy above the lowest of the compared OMol25 structures with the same formula, charge and spin is 155.1 kJ/mol. The value obtained for the energy is -9454.841 eV. The highest occupied orbital energy (spin up / spin down) comes out at -10.89 / -10.70 eV.

Each line ends with the Mulliken spin population.
Atoms and positions in Å:
O 1.27 -2.11 0.67  0.84
O 0.08 -2.24 -1.16  0.19
C -0.15 1.28 0.74  0.00
C -1.06 -2.63 1.01  0.01
C 0.14 -2.28 0.08  -0.05
C -0.17 1.32 -0.83  0.00
C 1.06 2.14 -1.18  0.00
H -0.58 -3.41 1.59  0.00
H 0.69 2.94 -1.72  0.00
H -1.15 1.54 -1.20  0.00
H -1.86 -2.88 0.38  0.01
H -1.58 -1.89 1.54  0.00
H 0.03 0.34 -1.14  0.00
H -0.98 0.94 1.15  0.00
H 1.64 2.33 -0.33  0.00
H 1.89 1.76 -1.80  0.00
H 0.05 2.31 1.09  0.00
H 0.67 0.53 1.13  0.00



[10]
This record from the OMol25 dataset describes 2 unconnected molecules or ions with the total composition C5H11O2. The level of theory is ωB97M-V/def2-TZVPD.

For the HOMO-LUMO gap (spin up / spin down), the calculation gives 10.43 / 7.31 eV. Its spin multiplicity is 2. The calculation puts the LUMO energy (spin up / spin down) at 0.820 / -2.299 eV. The maximum force is 3.357 eV/A. The value obtained for the energy above the lowest of the compared OMol25 structures with the same formula, charge and spin is 138.6 kJ/mol. The value obtained for the energy is -9455.012 eV. The highest occupied orbital energy (spin up / spin down) comes out at -9.61 / -9.61 eV.

Each line ends with the Mulliken spin population.
Atoms and positions in Å:
O -0.40 -1.12 0.71  1.01
O 3.38 3.26 0.66  0.00
C 1.20 2.25 0.89  0.00
C 3.09 0.97 -0.09  0.00
C 3.08 1.55 2.36  0.00
C 0.65 3.27 0.27  -0.01
C 2.69 2.03 0.95  -0.01
H 1.27 4.01 -0.20  0.00
H 4.16 0.79 -0.06  0.00
H -1.26 -0.89 0.46  -0.02
H 2.57 0.03 0.10  0.00
H 4.15 1.38 2.43  0.00
H 2.57 0.62 2.60  0.00
H 0.58 1.50 1.34  0.01
H -0.42 3.40 0.21  0.00
H 2.80 2.29 3.10  0.00
H 4.35 3.10 0.69  0.00
H 2.83 1.32 -1.09  0.00



[11]
This record from the OMol25 dataset describes 2 unconnected molecules or ions with the total composition C5H11O2S. The level of theory is ωB97M-V/def2-TZVPD.

For the HOMO-LUMO gap, the calculation gives 7.19 eV. The calculation puts the LUMO energy at 3.163 eV. The maximum force is 1.875 eV/A. The value obtained for the energy above the lowest of the compared OMol25 structures with the same formula, charge and spin is 60.1 kJ/mol. Its total charge is -1. The value obtained for the energy is -20294.817 eV. The highest occupied orbital energy comes out at -4.03 eV.

Each line ends with the natural charge from an NBO analysis.
Atoms and positions in Å:
S -1.42 3.24 0.85  0.13
O -0.20 -0.90 1.00  -0.82
O -0.10 -2.97 0.18  -0.78
C 0.22 2.53 1.16  -0.74
C 1.57 -2.47 -1.85  -0.61
C 1.18 -1.28 -0.93  -0.52
C -2.47 1.78 0.95  -0.78
C 0.24 -1.77 0.19  0.75
H 0.22 2.13 2.17  0.22
H 0.75 -2.72 -2.52  0.20
H -3.35 1.91 1.57  0.20
H 1.01 3.26 1.25  0.21
H 0.59 -0.60 -1.54  0.19
H 2.52 -2.27 -2.36  0.17
H 1.78 -3.27 -1.17  0.23
H 0.38 1.73 0.47  0.25
H 2.01 -0.71 -0.51  0.20
H -2.85 1.61 -0.06  0.21
H -2.07 0.79 1.16  0.29



[12]
This record from the OMol25 dataset describes a gas-phase ion, C5H11O2S (charge +1). The level of theory is ωB97M-V/def2-TZVPD.

For the HOMO-LUMO gap, the calculation gives 8.56 eV. The calculation puts the LUMO energy at -5.621 eV. The maximum force is 3.345 eV/A. The value obtained for the energy above the lowest of the compared OMol25 structures with the same formula, charge and spin is 30.3 kJ/mol. Its total charge is +1. The value obtained for the energy is -20283.602 eV. The highest occupied orbital energy comes out at -14.18 eV.

Each line ends with the natural charge from an NBO analysis.
Atoms and positions in Å:
S -2.19 -0.33 -0.23  1.19
O 0.18 -1.49 -0.31  -0.77
O -1.41 0.96 0.12  -0.70
C -0.13 1.49 -0.40  -0.03
C 1.57 -1.45 -0.02  -0.06
C -3.67 -0.08 0.45  -0.52
C 2.06 -0.01 -0.32  -0.41
C 1.07 0.95 0.34  -0.46
H -0.36 2.51 -0.30  0.22
H 3.03 0.03 0.12  0.23
H 2.11 0.12 -1.39  0.21
H 2.01 -2.21 -0.63  0.19
H 1.61 1.82 0.52  0.24
H -3.88 0.61 1.24  0.27
H 1.84 -1.47 1.10  0.17
H -4.33 -0.97 0.25  0.27
H 0.76 0.59 1.44  0.24
H 0.01 -2.38 -0.57  0.49
H -0.28 1.29 -1.41  0.20